The following is a quantum chemistry calculation of one molecule with the formula C5H6O, from the Open Molecules 2025 dataset.

Atoms and positions in Å:
C  1.16  -1.24  0.68
C  0.45  0.01  1.16
C  -0.69  0.36  0.62
C  -1.55  0.72  -0.30
C  -0.79  1.14  -1.52
O  -0.97  0.67  -2.61
H  1.04  -2.07  1.38
H  0.77  -1.55  -0.29
H  2.23  -1.04  0.57
H  0.91  0.63  1.92
H  -2.62  0.53  -0.32
H  0.04  1.84  -1.30

Calculated values
SMILES   CC=C=CC=O
Gap between HOMO and LUMO   10.4 eV
Net charge   0



The following is a quantum chemistry calculation of one molecule with the formula C5H6O at a distorted geometry, from the Open Molecules 2025 dataset.

Atoms and positions in Å:
C  0.23  1.63  -0.69
C  -0.11  0.20  -0.49
C  -0.92  -0.32  0.73
O  -1.82  0.50  0.68
C  -0.60  -1.55  1.41
C  0.54  -1.97  0.89
H  1.08  1.68  -1.39
H  0.49  2.15  0.23
H  -0.59  2.17  -1.18
H  1.00  -1.32  0.06
H  -0.41  -0.31  -1.40
H  1.11  -2.86  1.14

Calculated values
Gap between HOMO and LUMO (alpha / beta)   8.7 / 6.1 eV
Net charge   0



The following is a quantum chemistry calculation of one molecule with the formula C5H6O, from the Open Molecules 2025 dataset.

Atoms and positions in Å:
C  2.29  -0.50  0.94
C  1.57  -0.59  -0.02
C  0.37  -0.70  -0.86
C  -0.74  -0.25  0.11
C  -1.40  1.09  -0.11
O  -1.03  -0.95  1.05
H  2.80  -0.47  1.87
H  0.42  -0.10  -1.77
H  0.20  -1.75  -1.13
H  -2.47  0.91  -0.29
H  -0.99  1.65  -0.95
H  -1.32  1.68  0.81

Calculated values
SMILES   C#CCC(C)=O
Gap between HOMO and LUMO   10.6 eV
Net charge   0



The following is a quantum chemistry calculation of one molecule with the formula C5H6O at a distorted geometry, from the Open Molecules 2025 dataset.

Atoms and positions in Å:
C  0.47  2.42  0.02
C  -0.49  1.93  -0.55
C  -0.94  0.52  -0.53
O  -1.86  -0.03  -1.07
C  -0.01  -0.24  0.42
C  0.28  -1.68  -0.08
H  1.23  3.04  0.43
H  0.80  0.59  0.60
H  -0.57  -0.35  1.36
H  1.07  -2.11  0.53
H  0.59  -1.73  -1.14
H  -0.58  -2.37  0.01

Calculated values
SMILES   C#CC(=O)CC
Gap between HOMO and LUMO   10.5 eV
Net charge   0



no.,calculated total energy (eV)
1,-7327.388
2,-7323.513
3,-7327.411
4,-7326.193